# 1
{
  "formula": "C2H8N4O",
  "method": "ωB97M-V/def2-TZVPD",
  "e_above_lowest_ev": 3.799,
  "homo_lumo_gap_ev": 9.18,
  "mol_weight_g_mol": 104.1,
  "lumo_ev": 0.3,
  "energy_ha": -375.1670,
  "homo_ev": -8.9,
  "elements": ["H", "N", "N", "C", "N", "C", "N", "O", "H", "H", "H", "H", "H", "H", "H"],
  "coordinates": [[1.07890, -2.55254, -0.65464], [0.89237, -1.63581, -0.23664], [0.78089, -0.74849, -1.11134], [0.57633, 0.59983, -0.55452], [1.64046, 0.97727, 0.33620], [-0.81892, 0.54346, 0.11204], [-0.79380, -0.31846, 1.19436], [-1.59612, -0.01878, -1.18186], [0.53865, 1.26614, -1.41681], [1.59734, 0.45126, 1.20232], [1.61934, 1.96755, 0.53610], [-1.23586, 1.53897, 0.29572], [-1.71737, -0.48732, 1.57450], [-0.09975, -1.25809, 0.79862], [-2.46246, -0.32498, -0.89405]],
  "forces_ev_per_angstrom": [[-0.2, 0.1, -0.4], [0.3, 1.0, -1.0], [1.3, -1.5, 0.3], [-0.8, 0.2, 0.6], [0.4, -0.2, -0.2], [-0.7, -0.7, -2.5], [1.3, -2.0, -0.7], [0.5, 0.9, 1.7], [0.0, 0.0, 0.2], [-0.1, 0.2, 0.0], [0.0, 0.0, 0.0], [0.0, -0.2, 0.0], [0.2, -0.3, 0.0], [-2.3, 2.5, 1.8], [0.0, 0.1, 0.1]],
  "lowdin_charge": [0.096, 0.056, 0.045, -0.403, 0.061, -0.369, 0.005, -0.129, 0.136, 0.065, 0.076, 0.134, 0.066, 0.114, 0.048]
}



# 2
{
  "formula": "C2H8N4O",
  "method": "ωB97M-V/def2-TZVPD",
  "e_above_lowest_ev": 5.089,
  "homo_lumo_gap_ev": 10.05,
  "mol_weight_g_mol": 104.1,
  "lumo_ev": 0.9,
  "energy_ha": -375.1196,
  "homo_ev": -9.1,
  "elements": ["H", "N", "C", "C", "H", "H", "H", "H", "N", "N", "N", "O", "H", "H", "H"],
  "coordinates": [[-0.88941, 0.59039, 1.06709], [-0.90375, -0.14211, 0.36923], [-1.73809, -0.26331, -0.52933], [-3.07910, 0.32885, -0.57518], [-1.59127, -0.94649, -1.37593], [-3.67732, 0.13347, -1.52016], [-3.83909, -0.17571, 0.02426], [-3.02137, 1.37581, -0.34620], [4.45648, 0.11045, -0.59288], [4.03643, 0.33958, 0.64141], [2.88432, 0.14134, 0.96640], [1.90038, -0.16862, -0.14064], [3.77164, 0.06366, -1.42559], [5.38336, 0.22574, -0.96546], [0.96690, -0.24820, 0.23104]],
  "forces_ev_per_angstrom": [[-1.2, 0.0, 0.2], [3.2, 0.0, 0.5], [-1.9, -1.0, -1.1], [-2.3, 0.0, -1.4], [0.6, -0.3, 0.4], [1.4, 0.7, 0.3], [0.6, 0.0, 1.1], [-0.4, 0.6, 0.2], [-2.0, -0.5, -4.2], [0.7, -0.6, -0.5], [-2.7, 0.3, 0.1], [1.5, 0.1, 0.4], [0.9, 0.0, 2.4], [0.3, 0.5, 1.4], [1.3, 0.1, 0.1]],
  "lowdin_charge": [0.084, 0.090, -0.306, -0.095, 0.113, 0.093, 0.079, 0.070, 0.003, -0.141, -0.049, -0.164, 0.124, 0.081, 0.017]
}



# 3
{
  "formula": "C2H8N4O2",
  "method": "ωB97M-V/def2-TZVPD",
  "e_above_lowest_ev": 2.635,
  "homo_lumo_gap_ev": 10.32,
  "mol_weight_g_mol": 120.1,
  "lumo_ev": 0.6,
  "energy_ha": -450.4887,
  "homo_ev": -9.7,
  "elements": ["N", "C", "N", "N", "N", "C", "O", "H", "H", "H", "H", "H", "H", "O", "H", "H"],
  "coordinates": [[1.40855, 0.96537, 0.64676], [0.15594, 0.26529, 0.80547], [0.32364, -0.69818, 1.84898], [-0.92856, 1.15079, 1.17022], [-0.10675, -0.42215, -0.50061], [-0.50600, 0.11104, -1.55286], [-0.74947, 0.90617, -2.37237], [1.66997, 1.36594, 1.54058], [1.32621, 1.71116, -0.03549], [1.11577, -1.29340, 1.64339], [-0.50473, -1.26755, 1.96889], [-1.78479, 0.64222, 1.35729], [-1.11031, 1.83411, 0.44327], [-0.45241, -1.81529, -2.41226], [0.16197, -1.69124, -3.14654], [-0.01905, -1.76428, -1.40471]],
  "forces_ev_per_angstrom": [[0.1, -0.1, 0.1], [-0.1, 0.4, -0.2], [0.1, 0.1, 0.0], [0.0, 0.1, 0.1], [-0.5, -0.2, -0.5], [0.9, 1.2, 1.4], [-0.4, -0.4, -0.1], [-0.1, 0.0, 0.0], [0.0, -0.1, 0.0], [-0.1, 0.0, -0.1], [0.1, 0.0, 0.0], [0.0, 0.0, -0.1], [0.0, -0.1, 0.0], [0.4, -0.4, 2.0], [0.3, -0.3, 0.5], [-0.7, -0.4, -3.3]],
  "lowdin_charge": [0.092, -0.713, 0.087, 0.093, 0.094, -0.372, 0.174, 0.085, 0.079, 0.083, 0.081, 0.079, 0.077, -0.111, 0.056, 0.116]
}